Below is 24 unconnected molecules or ions with the total composition C90H225N3O24, with properties calculated with the ωB97M-V functional and the def2-TZVPD basis.

Output
- HOMO-LUMO gap (Ha) = 0.3062

```
! RIJCOSX wB97M-V def2-TZVPD def2/J DEFGRID3
* xyz 0 1
C -2.056 -22.976 -2.273
C -2.135 -21.895 -1.127
C -1.328 -20.595 -1.412
C -1.911 -19.755 -2.538
C -3.332 -19.317 -2.112
C -4.234 -20.596 -1.811
N -3.493 -21.478 -0.870
O -4.257 -22.553 -0.339
C -5.477 -20.146 -1.050
C -4.674 -21.266 -3.131
C -1.462 -22.506 0.110
H -2.181 -22.538 -3.263
H -2.886 -23.681 -2.219
H -1.119 -23.529 -2.333
H -1.068 -19.943 -0.577
H -0.382 -20.997 -1.775
H -2.014 -20.329 -3.459
H -1.420 -18.798 -2.717
H -3.827 -18.687 -2.852
H -3.294 -18.671 -1.234
H -5.948 -19.302 -1.553
H -6.124 -21.008 -0.887
H -5.283 -19.714 -0.068
H -3.917 -21.563 -3.857
H -5.203 -22.168 -2.821
H -5.337 -20.537 -3.597
H -1.583 -21.791 0.923
H -0.409 -22.673 -0.115
H -1.859 -23.463 0.449
H -4.467 -23.085 -1.110
C 7.712 -23.521 2.965
C 8.552 -22.468 2.179
C 8.679 -22.838 0.651
C 7.545 -22.401 -0.194
C 7.195 -20.963 0.046
C 6.950 -20.546 1.515
N 8.009 -21.120 2.333
O 8.037 -20.698 3.619
C 7.121 -18.939 1.667
C 5.537 -20.910 2.000
C 9.942 -22.579 2.772
H 8.028 -24.559 2.863
H 6.747 -23.702 2.491
H 7.480 -23.178 3.973
H 9.641 -22.497 0.269
H 8.706 -23.922 0.545
H 6.688 -22.997 0.118
H 7.647 -22.671 -1.245
H 6.300 -20.938 -0.576
H 7.993 -20.323 -0.333
H 8.142 -18.558 1.644
H 6.423 -18.376 1.046
H 6.838 -18.617 2.669
H 4.765 -20.343 1.481
H 5.275 -21.958 1.850
H 5.323 -20.730 3.054
H 10.534 -21.684 2.580
H 10.386 -23.537 2.502
H 9.927 -22.526 3.861
H 7.371 -21.265 4.016
C 5.753 -17.620 -2.456
C 4.616 -16.613 -2.233
C 4.726 -15.537 -3.370
C 3.450 -14.653 -3.460
C 2.235 -15.498 -3.626
C 2.040 -16.665 -2.551
N 3.345 -17.357 -2.300
O 3.274 -18.431 -1.463
C 1.505 -16.004 -1.242
C 0.963 -17.665 -3.073
C 4.862 -15.834 -0.897
H 5.495 -18.374 -3.199
H 5.994 -18.177 -1.551
H 6.700 -17.214 -2.811
H 5.540 -14.855 -3.124
H 4.930 -16.067 -4.300
H 3.470 -14.033 -4.357
H 3.342 -14.079 -2.540
H 2.261 -15.836 -4.662
H 1.371 -14.837 -3.562
H 0.419 -15.907 -1.216
H 1.748 -16.637 -0.388
H 1.916 -15.003 -1.112
H -0.015 -17.184 -3.057
H 1.171 -18.039 -4.076
H 0.937 -18.576 -2.476
H 4.741 -16.481 -0.028
H 4.065 -15.101 -0.771
H 5.821 -15.333 -0.760
H 3.226 -18.011 -0.601
C 1.967 -14.445 4.434
C 1.666 -14.558 2.941
C 1.599 -13.164 2.250
O 2.705 -15.384 2.341
H 2.097 -15.394 4.954
H 1.105 -13.987 4.919
H 2.868 -13.895 4.705
H 0.688 -15.006 2.765
H 1.680 -13.201 1.164
H 2.274 -12.394 2.624
H 0.640 -12.719 2.515
H 3.564 -14.994 2.519
C 9.484 -13.480 -2.897
C 8.402 -14.089 -1.924
C 8.986 -14.320 -0.533
O 7.399 -13.131 -1.912
H 9.770 -12.473 -2.592
H 9.249 -13.495 -3.961
H 10.454 -13.954 -2.750
H 8.023 -15.001 -2.386
H 9.922 -14.875 -0.597
H 8.261 -14.846 0.088
H 9.128 -13.404 0.042
H 7.471 -12.515 -2.644
C -2.809 -13.654 -6.105
C -4.230 -13.360 -6.440
C -4.476 -11.940 -6.917
O -4.566 -14.256 -7.452
H -2.835 -14.548 -5.482
H -2.369 -12.899 -5.454
H -2.158 -13.836 -6.960
H -4.876 -13.452 -5.567
H -4.058 -11.849 -7.919
H -3.922 -11.161 -6.394
H -5.524 -11.679 -7.065
H -4.442 -15.154 -7.136
C 4.183 -16.480 -9.933
C 4.707 -15.052 -10.002
C 4.346 -14.525 -11.346
O 4.007 -14.307 -9.084
H 3.097 -16.516 -9.851
H 4.711 -17.019 -9.146
H 4.391 -17.020 -10.857
H 5.789 -15.080 -9.876
H 4.385 -13.439 -11.426
H 3.327 -14.693 -11.694
H 4.960 -14.914 -12.158
H 4.352 -13.413 -9.136
C -5.790 -15.012 -3.132
C -4.897 -15.742 -2.133
C -3.349 -15.617 -2.490
O -5.079 -14.990 -0.927
H -5.400 -14.002 -3.260
H -6.849 -14.906 -2.899
H -5.754 -15.470 -4.120
H -5.144 -16.796 -2.005
H -3.256 -15.993 -3.509
H -2.724 -16.211 -1.822
H -3.107 -14.554 -2.486
H -4.692 -14.113 -0.972
C 11.415 -20.622 -0.306
C 12.018 -19.233 -0.523
C 10.963 -18.157 -0.695
O 12.742 -18.923 0.639
H 12.235 -21.339 -0.340
H 10.546 -20.879 -0.912
H 11.099 -20.768 0.727
H 12.704 -19.347 -1.362
H 10.417 -18.234 -1.635
H 11.388 -17.155 -0.631
H 10.217 -18.315 0.085
H 12.175 -19.089 1.395
C 5.017 -21.524 -3.032
C 3.501 -21.790 -2.926
C 3.004 -21.981 -1.477
O 2.854 -20.629 -3.408
H 5.259 -20.512 -2.709
H 5.469 -21.807 -3.983
H 5.645 -22.148 -2.395
H 3.309 -22.633 -3.589
H 1.920 -21.883 -1.534
H 3.368 -21.216 -0.791
H 3.172 -22.967 -1.042
H 2.936 -19.973 -2.713
C 7.578 -13.713 2.648
C 6.497 -14.799 2.628
C 6.298 -15.514 3.953
O 5.233 -14.196 2.299
H 7.262 -13.025 3.432
H 7.618 -13.215 1.679
H 8.540 -14.156 2.907
H 6.720 -15.532 1.854
H 5.635 -16.374 3.864
H 5.943 -14.872 4.760
H 7.246 -15.870 4.354
H 5.278 -13.797 1.427
C 1.119 -19.637 1.872
C 1.825 -18.363 2.427
C 2.501 -18.766 3.724
O 2.795 -17.960 1.550
H 0.273 -19.834 2.531
H 1.752 -20.520 1.782
H 0.688 -19.501 0.880
H 1.070 -17.584 2.540
H 3.318 -19.487 3.690
H 1.765 -19.152 4.429
H 2.861 -17.860 4.211
H 2.855 -17.007 1.649
C 4.280 -22.523 -8.435
C 5.663 -22.002 -8.367
C 5.945 -21.241 -9.663
O 5.863 -21.325 -7.197
H 4.186 -23.065 -9.377
H 3.571 -21.698 -8.380
H 3.969 -23.119 -7.577
H 6.372 -22.826 -8.288
H 5.944 -21.947 -10.494
H 6.903 -20.727 -9.582
H 5.168 -20.490 -9.803
H 5.079 -20.791 -7.055
C 6.874 -14.428 -6.018
C 8.220 -14.176 -6.662
C 8.391 -14.818 -8.071
O 8.406 -12.802 -6.830
H 6.723 -13.935 -5.057
H 6.649 -15.474 -5.808
H 6.058 -14.200 -6.704
H 9.001 -14.637 -6.058
H 9.388 -14.673 -8.487
H 7.668 -14.421 -8.784
H 8.118 -15.870 -7.998
H 8.034 -12.405 -6.039
C 6.087 -9.432 -3.852
C 6.090 -10.843 -4.467
C 5.589 -10.833 -5.871
O 7.462 -11.365 -4.446
H 5.028 -9.283 -3.639
H 6.354 -8.695 -4.610
H 6.760 -9.390 -2.996
H 5.408 -11.460 -3.882
H 5.344 -11.811 -6.283
H 6.242 -10.210 -6.482
H 4.640 -10.301 -5.935
H 8.061 -10.621 -4.538
C 1.514 -22.474 -6.255
C 0.510 -21.474 -6.959
C -0.196 -20.550 -5.922
O 1.152 -20.585 -7.895
H 1.890 -23.126 -7.043
H 1.101 -23.015 -5.404
H 2.472 -22.074 -5.920
H -0.321 -21.972 -7.457
H -0.777 -21.132 -5.206
H -0.885 -19.789 -6.289
H 0.579 -19.944 -5.453
H 1.921 -20.233 -7.440
C 0.497 -11.853 -8.593
C 0.817 -12.870 -7.584
C 0.901 -14.240 -8.185
O 2.106 -12.536 -7.210
H -0.554 -11.653 -8.803
H 0.919 -12.182 -9.542
H 0.977 -10.895 -8.393
H 0.206 -12.878 -6.682
H 1.449 -14.869 -7.483
H 1.466 -14.260 -9.117
H -0.119 -14.609 -8.295
H 2.706 -12.869 -7.881
C 0.535 -11.920 -3.444
C 0.631 -10.396 -3.754
C 1.591 -9.932 -4.820
O -0.708 -9.958 -4.077
H 1.509 -12.306 -3.143
H 0.176 -12.345 -4.381
H -0.222 -12.114 -2.683
H 0.970 -10.013 -2.792
H 1.641 -8.852 -4.962
H 1.243 -10.373 -5.754
H 2.618 -10.274 -4.690
H -0.737 -9.019 -4.273
C 6.049 -10.406 0.046
C 4.905 -11.474 0.098
C 3.777 -11.257 -0.961
O 5.481 -12.746 0.027
H 6.753 -10.489 0.874
H 5.636 -9.404 0.167
H 6.628 -10.428 -0.877
H 4.455 -11.409 1.089
H 2.924 -11.927 -0.848
H 4.059 -11.377 -2.007
H 3.409 -10.231 -0.942
H 6.283 -12.646 -0.492
C -2.533 -16.153 3.344
C -3.062 -17.392 2.658
C -3.058 -17.286 1.161
O -2.300 -18.569 3.025
H -2.430 -16.411 4.398
H -3.216 -15.304 3.306
H -1.541 -15.828 3.032
H -4.119 -17.537 2.881
H -1.997 -17.376 0.927
H -3.419 -16.293 0.891
H -3.640 -18.104 0.737
H -2.693 -19.361 2.651
C 5.125 -18.027 -6.500
C 3.785 -18.377 -5.907
C 2.656 -17.794 -6.787
O 3.601 -19.768 -6.061
H 5.329 -18.566 -7.425
H 5.923 -18.166 -5.770
H 5.115 -16.997 -6.855
H 3.583 -18.153 -4.859
H 1.752 -18.088 -6.255
H 2.579 -18.237 -7.781
H 2.646 -16.705 -6.816
H 3.528 -20.201 -5.208
C -3.385 -12.814 1.477
C -2.569 -12.534 0.205
C -1.561 -13.641 -0.156
O -3.609 -12.543 -0.768
H -2.707 -12.927 2.323
H -3.895 -13.775 1.411
H -4.061 -12.013 1.775
H -2.044 -11.588 0.333
H -0.730 -13.645 0.549
H -1.033 -13.508 -1.101
H -2.112 -14.582 -0.147
H -3.430 -11.804 -1.354
C 8.851 -18.877 -6.319
C 9.231 -20.178 -5.670
C 8.456 -20.431 -4.369
O 8.998 -21.335 -6.435
H 8.999 -18.159 -5.513
H 7.819 -18.909 -6.668
H 9.482 -18.544 -7.142
H 10.305 -20.150 -5.489
H 8.661 -21.368 -3.852
H 7.382 -20.443 -4.552
H 8.649 -19.671 -3.611
H 8.078 -21.270 -6.702
C -2.246 -17.078 -6.559
C -3.624 -17.731 -6.588
C -3.721 -19.095 -6.025
O -4.435 -16.848 -5.844
H -1.534 -17.715 -7.084
H -1.898 -16.933 -5.537
H -2.231 -16.110 -7.061
H -3.968 -17.775 -7.622
H -3.228 -19.276 -5.070
H -3.151 -19.836 -6.586
H -4.740 -19.438 -5.845
H -5.306 -17.252 -5.868
*
```

Here are the Löwdin charges for atoms 1 to 8, given in e: -0.01, -0.49, -0.12, -0.16, -0.11, -0.47, -0.11, -0.01